Arrangement w

C8H12O2 | ωB97M-V with the def2-TZVPD basis set

Structure (XYZ):
```
22
Properties=species:S:1:pos:R:3:lowdin_charge:R:1
O -2.2705 -0.8305 -0.2603 0.11
O 1.4744 -0.3992 0.8829 -0.05
C -1.5336 -0.9076 0.6789 -0.36
C 0.9263 0.6192 0.1603 -0.31
C -0.9581 -1.7658 1.5381 -0.01
C 0.8277 0.4027 -1.3277 -0.32
C 0.7674 -1.0094 -1.8259 -0.04
C -0.7866 1.3008 2.0175 0.08
C 0.7776 1.4610 -2.1323 0.05
C -0.6687 0.9355 0.7290 -0.14
H 1.4628 1.5439 0.3839 0.15
H 0.7331 1.3547 -3.2059 0.06
H -0.2389 0.7890 2.7963 0.08
H 0.8440 2.4707 -1.7515 0.07
H -1.5113 2.0368 2.3360 0.08
H -0.6561 -1.4485 2.5202 0.06
H -1.0188 -2.8228 1.3399 0.08
H -1.2033 1.4999 -0.0247 0.11
H 0.8188 -1.0318 -2.9131 0.08
H 0.7833 -1.1267 1.0021 0.07
H 1.5984 -1.5874 -1.4183 0.09
H -0.1679 -1.4845 -1.5255 0.07
```

**Gap between HOMO and LUMO (alpha / beta)**: 0.304 / 0.304 Eh
**E_HOMO (alpha / beta)**: -8.94 / -8.94 eV
**Spin multiplicity**: 1
**Charge**: 0

Arrangement x

C8H12O2 | ωB97M-V with the def2-TZVPD basis set

Structure (XYZ):
```
22
Properties=species:S:1:pos:R:3:lowdin_charge:R:1
O -2.4403 -1.8171 -1.1560 -0.08
O 2.2688 -1.5910 1.5530 0.00
C 1.4273 -0.7083 0.9065 -0.31
C 0.1257 2.7877 -1.1192 -0.06
C 0.9955 0.3878 1.6734 -0.01
C 1.1911 -0.7947 -0.4915 0.01
C -3.5705 -1.1597 -0.6047 -0.15
C 0.2847 1.4896 -0.3540 -0.29
C 0.4887 1.5314 1.0507 -0.02
C 0.6213 0.3729 -1.0630 -0.07
H -4.4282 -1.6978 -0.9167 0.06
H -0.0027 2.7798 -2.2054 0.08
H -0.7820 3.1937 -0.6499 0.08
H 0.9666 3.4940 -0.9421 0.09
H -1.6486 -1.4486 -1.1016 -0.03
H -3.5996 -0.0959 -0.8553 0.07
H 0.8949 0.2816 2.6930 0.09
H -3.4949 -1.1145 0.5876 0.11
H 1.3385 -1.6945 -1.0451 0.11
H 1.8543 -2.4918 1.6823 0.14
H 0.6431 0.2308 -2.1050 0.10
H 0.2470 2.3871 1.6928 0.12
```

**Structure (SMILES)**: Cc1ccc(O)cc1.CO
**Gap between HOMO and LUMO**: 0.350 Eh
**E_HOMO**: -8.80 eV
**Spin multiplicity**: 1
**Charge**: 0

Winner for stability: arrangement x

Arrangement w

CH6NPS | ωB97M-V with the def2-TZVPD basis set

Structure (XYZ):
```
10
Properties=species:S:1:pos:R:3:lowdin_charge:R:1
S 0.5344 -1.1614 0.8136 0.23
P 0.4050 0.3996 -0.3925 0.24
N -2.7605 1.1282 -2.2123 -0.01
C 2.0667 -0.9807 1.8333 -0.46
H 2.9165 -0.8296 1.1779 0.02
H -2.4924 0.2678 -1.7466 -0.04
H 2.1752 -1.8996 2.4012 0.02
H 1.9468 -0.1344 2.5014 0.02
H -2.7702 1.8562 -1.5073 -0.01
H -2.0216 1.3539 -2.8688 -0.01
```

**Gap between HOMO and LUMO (alpha / beta)**: 0.242 / 0.241 Eh
**E_HOMO (alpha / beta)**: -7.84 / -7.84 eV
**Spin multiplicity**: 1
**Charge**: 0

Arrangement x

CH6NPS | ωB97M-V with the def2-TZVPD basis set

Structure (XYZ):
```
10
Properties=species:S:1:pos:R:3:lowdin_charge:R:1
S 2.2497 -0.1363 -0.1418 0.54
P -0.7880 0.1225 0.0156 0.80
N 0.6727 -0.8116 0.0832 -0.78
C -1.8726 -1.1307 -0.1495 -0.35
H 0.0654 4.0060 0.0879 0.02
H -2.8556 -0.9301 -0.1553 -0.07
H -1.7498 -2.1442 -0.0498 -0.03
H 0.7064 3.4271 -0.0968 -0.01
H 2.8436 -0.8438 0.9917 -0.09
H 0.7282 -1.5588 -0.5852 -0.02
```

**Gap between HOMO and LUMO**: 0.337 Eh
**E_HOMO**: -8.81 eV
**Spin multiplicity**: 1
**Charge**: 0

Winner for stability: arrangement w

Arrangement w

C8H10N2O2 | ωB97M-V with the def2-TZVPD basis set

Structure (XYZ):
```
22
Properties=species:S:1:pos:R:3:lowdin_charge:R:1
O -0.4166 3.0725 1.0336 0.08
O -0.1886 3.5460 -1.1843 0.14
N -0.0830 -0.5247 0.1443 -0.15
N -0.5820 -1.6639 -1.8681 0.07
C 1.1776 -2.7068 -0.5237 0.00
C 0.0338 -1.5418 -0.7457 -0.38
C -1.4724 1.5403 -0.7324 -0.10
C 1.5450 -1.4893 1.4687 -0.10
C -1.2849 0.3616 0.2538 -0.15
C 1.9133 -2.6879 0.6622 -0.14
C -0.6330 2.8016 -0.3777 -0.43
C 0.7191 -0.2232 1.0294 -0.12
H 0.2293 3.6423 0.9787 0.01
H -1.1460 1.2821 -1.8693 0.14
H -2.2587 -0.5142 0.5025 0.22
H 0.5573 0.9256 1.6144 0.19
H 2.6152 -1.1365 2.0404 0.12
H -2.6123 1.8334 -0.9578 0.17
H -1.0602 -0.6527 -2.3241 0.12
H 1.3302 -3.2728 -1.3727 0.05
H -1.0666 0.9830 1.3241 0.14
H 2.6835 -3.5744 0.9040 0.14
```

**Structure (SMILES)**: [H]/N=c1/ccccn1CCC(=O)O
**Gap between HOMO and LUMO**: 0.283 Eh
**E_HOMO**: -7.28 eV
**Spin multiplicity**: 1
**Charge**: 0

Arrangement x

C8H10N2O2 | ωB97M-V with the def2-TZVPD basis set

Structure (XYZ):
```
22
Properties=species:S:1:pos:R:3:lowdin_charge:R:1
O 0.4936 2.1167 0.0623 -0.05
O 3.0490 1.0821 -0.1483 0.06
N -1.2265 0.6207 -0.0785 0.19
N 0.6569 -1.5082 -0.0774 0.10
C -1.5870 -0.6487 -0.0875 -0.29
C 2.5473 -0.0418 0.0447 -0.36
C -0.5625 3.0734 -0.0036 -0.08
C 1.0207 -0.1561 0.0239 -0.10
C 0.0694 0.8402 -0.0230 -0.30
C 3.2385 -1.4276 0.1129 -0.05
C -0.6425 -1.7119 -0.0852 -0.10
C -3.0882 -0.9740 0.0293 -0.05
H -1.0216 -2.7703 -0.1324 0.13
H -1.2244 2.9964 -0.8963 0.10
H -3.4543 -1.8038 -0.7462 0.12
H -3.6087 -0.0150 0.1115 0.06
H -1.0862 3.0205 0.9298 0.08
H -0.0430 4.0969 -0.0875 0.12
H -3.3548 -1.3812 1.0524 0.09
H 2.7830 -1.7476 -0.8993 0.10
H 4.4080 -1.4267 0.1299 0.11
H 2.6333 -2.2338 0.7683 0.12
```

**Structure (SMILES)**: COc1nc(C)cnc1C(C)=O
**Gap between HOMO and LUMO**: 0.330 Eh
**E_HOMO**: -9.13 eV
**Spin multiplicity**: 1
**Charge**: 0

Winner for stability: arrangement x

Arrangement w

C3H6FNS | ωB97M-V with the def2-TZVPD basis set

Structure (XYZ):
```
12
Properties=species:S:1:pos:R:3:lowdin_charge:R:1
S 1.7293 -1.2621 -0.3501 0.91
F 2.9017 0.5311 -1.8555 -0.04
N -0.1898 1.5137 -0.1110 0.10
C -0.0344 -1.0138 -0.0116 -0.44
C 1.7933 -0.2136 -1.7076 -0.48
C -0.2071 0.4233 0.6595 -0.44
H 0.3882 2.2044 0.2388 0.02
H -0.5079 -1.0770 -0.9570 0.05
H -1.1603 0.5108 1.1627 0.11
H -0.4106 -1.6991 0.6583 0.04
H 0.9310 -0.1342 -2.2529 0.03
H 0.5324 0.3069 1.5612 0.13
```

**Gap between HOMO and LUMO (alpha / beta)**: 0.368 / 0.257 Eh
**E_HOMO (alpha / beta)**: -9.57 / -7.44 eV
**Spin multiplicity**: 1
**Charge**: 0

Arrangement x

C3H6FNS | ωB97M-V with the def2-TZVPD basis set

Structure (XYZ):
```
12
Properties=species:S:1:pos:R:3:lowdin_charge:R:1
S 2.9919 -0.4389 0.1133 0.66
F -2.8545 -0.3291 -0.0418 -0.16
N 1.5266 0.1484 -0.4395 -0.47
C 0.7199 0.6074 0.4838 -0.23
C -1.4598 -0.7527 0.1296 -0.17
C -0.7354 0.5519 -0.1247 -0.20
H -1.4489 -1.5265 -0.7184 0.15
H 1.1399 0.5062 1.4420 0.06
H -1.3363 -0.8706 1.2196 0.12
H -0.6800 0.7613 -1.2677 0.14
H 3.6606 0.0241 -1.1453 -0.05
H -1.5239 1.3186 0.3489 0.15
```

**Structure (SMILES)**: FCC/C=N/S
**Gap between HOMO and LUMO**: 0.353 Eh
**E_HOMO**: -9.01 eV
**Spin multiplicity**: 1
**Charge**: 0

Arrangement y

C3H6FNS | ωB97M-V with the def2-TZVPD basis set

Structure (XYZ):
```
12
Properties=species:S:1:pos:R:3:lowdin_charge:R:1
S -0.2328 -0.8993 -1.9630 0.69
F -1.3480 2.0375 0.8848 -0.09
N 0.6388 -1.9440 0.2748 0.08
C -0.7376 1.4755 -0.2445 -0.21
C 0.2407 0.4234 0.3145 -0.21
C 0.2605 -0.8359 -0.4084 -0.89
H 1.1752 -1.9447 1.1523 0.13
H 0.5105 -2.7898 -0.2096 0.07
H 1.2100 0.8311 0.3599 0.11
H 0.0280 0.3179 1.3607 0.12
H -1.6108 1.0880 -0.7704 0.09
H -0.1346 2.2403 -0.7511 0.12
```

**Structure (SMILES)**: NC(=S)CCF
**Gap between HOMO and LUMO**: 0.337 Eh
**E_HOMO**: -8.59 eV
**Spin multiplicity**: 1
**Charge**: 0

Winner for stability: arrangement y

Arrangement w

C4H6NP | ωB97M-V with the def2-TZVPD basis set

Structure (XYZ):
```
12
Properties=species:S:1:pos:R:3:lowdin_charge:R:1
P 1.1277 0.0170 -1.8623 0.88
N 1.7629 -1.4604 -1.4570 -0.28
C 1.6080 -1.6866 -0.2039 -0.30
C 0.7040 -0.8329 0.5493 -0.14
C -0.6952 1.1877 0.2726 -0.14
C 0.2668 0.2086 -0.2475 -0.57
H 0.0018 1.8395 0.7944 0.08
H 0.5787 -1.0965 1.5931 0.10
H -1.4028 0.8564 1.0775 0.10
H 2.2127 -2.4578 0.2872 0.10
H -0.8321 -0.2597 -2.1299 0.11
H -1.2415 1.7420 -0.4538 0.05
```

**Gap between HOMO and LUMO**: 0.319 Eh
**E_HOMO**: -9.27 eV
**Spin multiplicity**: 1
**Charge**: 0

Arrangement x

C4H6NP | ωB97M-V with the def2-TZVPD basis set

Structure (XYZ):
```
12
Properties=species:S:1:pos:R:3:lowdin_charge:R:1
P 1.1106 -0.2854 -0.8774 0.89
N 0.7581 1.2691 -0.3514 -0.24
C 1.5006 -1.0155 0.7193 -0.35
C -1.4608 0.5654 -0.2969 -0.27
C -0.4527 1.5586 -0.0031 -0.24
C -1.2352 -0.5799 -0.9028 -0.06
H -1.9482 -1.3006 -1.2230 0.02
H 1.1528 -0.4331 1.5571 0.04
H -2.4876 0.9441 -0.2500 0.09
H 2.5497 -1.1233 0.6826 -0.01
H -0.6094 2.4978 0.3218 0.06
H 1.1219 -2.0972 0.6239 0.06
```

**Gap between HOMO and LUMO**: 0.326 Eh
**E_HOMO**: -8.74 eV
**Spin multiplicity**: 1
**Charge**: 0

Winner for stability: arrangement x

Arrangement w

CH6O4Si | ωB97M-V with the def2-TZVPD basis set

Structure (XYZ):
```
12
Properties=species:S:1:pos:R:3:lowdin_charge:R:1
Si -1.6380 0.1443 -0.2551 0.56
O 1.1272 0.7487 -0.7692 0.05
O -3.1090 0.2645 0.4749 -0.28
O 3.1965 0.3491 -0.0199 0.20
O 1.4880 -0.7540 0.8106 0.15
C 1.8929 0.1432 -0.0508 -0.68
H -0.9822 -1.1333 -0.6457 -0.04
H 0.5847 -0.7243 0.5773 0.00
H -0.8002 0.6594 0.7890 -0.04
H -1.7387 0.9699 -1.3726 -0.06
H -3.7163 -0.3787 0.0606 0.05
H 3.6950 -0.2889 0.4010 0.09
```

**Structure (SMILES)**: O=C(O)O.O[SiH3]
**Gap between HOMO and LUMO**: 0.426 Eh
**E_HOMO**: -11.07 eV
**Spin multiplicity**: 1
**Charge**: 0

Arrangement x

CH6O4Si | ωB97M-V with the def2-TZVPD basis set

Structure (XYZ):
```
12
Properties=species:S:1:pos:R:3:lowdin_charge:R:1
Si -1.2722 1.3016 0.7885 0.61
O -0.8242 -0.1659 0.1344 -0.25
O 0.2596 -1.1792 -1.6597 0.13
O 0.8074 -1.6718 0.4566 0.00
O 1.3405 0.3533 -0.4778 0.06
C 0.3869 -0.5931 -0.4285 -0.79
H -1.9007 1.0888 2.1302 -0.07
H 1.5245 -1.3175 1.1179 0.16
H 1.8748 0.1478 -1.2923 0.16
H 0.0238 2.0795 1.2369 -0.04
H -2.1089 1.9450 -0.4146 -0.03
H -0.1115 -1.9886 -1.5915 0.06
```

**Structure (SMILES)**: OC(O)(O)O[SiH3]
**Gap between HOMO and LUMO**: 0.407 Eh
**E_HOMO**: -10.49 eV
**Spin multiplicity**: 1
**Charge**: 0

Winner for stability: arrangement w